No. 1
{
  "formula": "C4H4NO",
  "method": "ωB97M-V with the def2-TZVPD basis set",
  "symbols": ["O", "N", "C", "C", "C", "C", "H", "H", "H", "H"],
  "coordinates": [[-4.5247, 0.7100, -0.0671], [-0.2375, -0.1313, 0.0814], [-0.7302, -1.4039, 0.1466], [-3.9449, -0.2396, -0.1634], [0.4894, -1.3051, -0.4089], [-0.4349, 1.0839, 0.3134], [0.2715, 1.9545, 0.3868], [-1.7679, -1.7513, 0.3347], [-1.4524, 1.2120, 0.5775], [1.4039, -1.5690, -0.6845]],
  "lowdin_charge": [0.079, -0.082, 0.128, 0.003, 0.265, 0.152, 0.148, 0.131, 0.083, 0.095],
  "orbital_gap_ev": 10.650,
  "charge": 1,
  "spin_multiplicity": 1,
  "homo_energy_ev": -15.70
}

No. 2
{
  "formula": "C2H13NO3S",
  "method": "ωB97M-V with the def2-TZVPD basis set",
  "symbols": ["S", "O", "O", "O", "N", "C", "C", "H", "H", "H", "H", "H", "H", "H", "H", "H", "H", "H", "H", "H"],
  "coordinates": [[-2.2650, -1.2772, 1.3123], [-1.2608, 2.8658, 0.6131], [0.4126, -1.9662, -3.0231], [1.6528, 3.2277, 1.1024], [1.2687, -0.6793, -0.5759], [-0.5852, -1.7614, 0.5097], [0.0338, -0.3939, 0.1343], [-2.7663, -2.0478, 2.3568], [2.1168, 2.5489, 0.6027], [-1.3026, 2.6488, -0.3288], [1.7344, 0.2007, -0.8074], [0.5719, -1.5915, -2.1416], [-0.0110, -2.3647, 1.2060], [0.9577, 2.7130, 1.5301], [-0.2659, -2.6418, -3.0280], [-0.7335, 3.6765, 0.5287], [-0.8849, -2.2265, -0.4458], [1.9189, -1.1696, 0.0434], [0.1196, 0.2799, 0.9905], [-0.7120, -0.0414, -0.5793]],
  "lowdin_charge": [1.127, -0.071, -0.063, -0.044, 0.017, -0.328, -0.360, -0.024, 0.026, 0.043, 0.109, -0.036, 0.098, 0.012, 0.026, 0.047, 0.096, 0.112, 0.103, 0.109],
  "orbital_gap_ev": [9.243, 4.776],
  "charge": 1,
  "spin_multiplicity": 2,
  "s_squared": 0.7536,
  "homo_energy_ev": [-14.14, -14.14]
}

No. 3
{
  "formula": "C5H13S2",
  "method": "ωB97M-V with the def2-TZVPD basis set",
  "symbols": ["S", "S", "C", "C", "C", "C", "C", "H", "H", "H", "H", "H", "H", "H", "H", "H", "H", "H", "H", "H"],
  "coordinates": [[1.0262, -1.4443, 0.9161], [-0.5048, 1.4496, 0.4965], [-0.6448, -2.0866, 1.2612], [-0.2253, 1.8162, -2.2537], [-0.9322, 2.3920, -1.0056], [-0.6438, -3.6103, 1.4835], [1.3019, 1.8532, -2.1301], [-0.5506, 2.3132, -3.1801], [1.6483, 2.8711, -1.9373], [-1.5864, -3.9322, 1.9295], [-0.5266, 0.7703, -2.3476], [1.5963, 1.2390, -1.2873], [-2.0146, 2.3451, -1.1802], [0.1156, -3.8499, 2.2467], [-1.1412, -1.6624, 2.1347], [1.8120, 1.5375, -3.0428], [-0.3966, -4.1957, 0.6030], [-1.2558, -1.8508, 0.3911], [0.4895, -0.0911, 0.8151], [-0.6089, 3.4227, -0.8523]],
  "lowdin_charge": [0.493, 0.322, -0.681, -0.367, -0.699, -0.220, -0.158, 0.084, 0.062, 0.052, 0.086, 0.029, 0.033, 0.051, 0.059, 0.054, 0.051, 0.043, -0.322, 0.030],
  "orbital_gap_ev": 6.585,
  "charge": -1,
  "spin_multiplicity": 1,
  "homo_energy_ev": -2.93
}